1.
Molecular formula: C2H7O2
Method: DFT, ωB97M-V/def2-TZVPD

Geometry as ORCA input:
```
! wB97M-V def2-TZVPD RIJCOSX def2/J DEFGRID3
* xyz -1 1
C 0.10751 0.71716 0.48615
O 0.35142 -0.46833 -0.16880
C 1.06293 0.89953 1.69153
H -0.96550 0.71139 0.78388
H 0.26377 1.61127 -0.14763
H 1.83605 0.13023 1.60913
H 0.59035 0.68641 2.66089
H 1.57741 1.85692 1.78342
H -0.60085 -0.96752 -1.20266
H -1.46470 -0.39731 -2.30577
O -1.35330 -1.26346 -1.84744
*
```

Results
Energy relative to the best compared isomer or geometry (same formula, charge and spin) (kcal per mole): 6.1
HOMO-LUMO gap (eV): 7.579

***

2.
Molecular formula: C2H6NO2P
Method: DFT, ωB97M-V/def2-TZVPD

Geometry as ORCA input:
```
! wB97M-V def2-TZVPD RIJCOSX def2/J DEFGRID3
* xyz 0 1
C 1.52739 0.15563 0.55348
C 0.14420 0.40798 0.11984
N -0.49682 -0.38360 -0.65905
O -0.01743 -1.45710 -1.18575
P -2.23050 0.14643 -0.94101
O -2.70084 0.70778 0.33073
H 1.89895 1.16342 0.66194
H 1.95000 -0.44810 -0.19608
H 1.45379 -0.49964 1.48571
H -0.39583 1.04875 0.72203
H -2.01348 1.08119 -2.06077
H -2.70951 -1.13213 -1.36849
*
```

Results
Energy relative to the best compared isomer or geometry (same formula, charge and spin) (kcal per mole): 74.8
SMILES string: C/C=[N+](\[O-])[PH2]=O
HOMO-LUMO gap (eV): 9.411

***

no.,lowest unoccupied orbital energy (eV)
1,4.7
2,0.5